# 1
{
  "formula": "C16H31F3HgO3P2S",
  "method": "wB97M-V/def2-TZVPD",
  "elements": ["P", "P", "C", "C", "H", "H", "H", "H", "C", "H", "H", "H", "C", "H", "H", "H", "C", "H", "H", "H", "C", "H", "H", "H", "Hg", "C", "C", "C", "C", "C", "C", "C", "C", "C", "H", "H", "H", "H", "H", "H", "H", "H", "H", "H", "H", "H", "H", "H", "H", "F", "C", "F", "F", "S", "O", "O", "O"],
  "coordinates": [[1.445, -1.915, -1.374], [0.677, 1.538, -0.900], [1.001, -0.750, -2.626], [1.354, 0.658, -2.611], [-1.291, -0.256, -1.861], [0.326, -1.082, -3.431], [2.447, 0.846, -2.594], [0.899, 1.207, -3.448], [0.475, 3.096, -1.881], [-0.052, 3.831, -1.264], [-0.089, 2.933, -2.807], [1.468, 3.491, -2.129], [1.508, 2.418, 0.466], [1.276, 3.488, 0.365], [2.597, 2.287, 0.420], [1.134, 2.080, 1.445], [0.201, -3.146, -2.095], [0.088, -3.999, -1.412], [0.608, -3.493, -3.059], [-0.785, -2.699, -2.276], [2.864, -3.157, -1.642], [3.821, -2.689, -1.902], [2.582, -3.878, -2.418], [2.983, -3.697, -0.688], [3.310, -0.386, -0.469], [-1.331, 1.475, -0.577], [-1.876, 0.664, -1.733], [-3.363, 0.292, -1.550], [-3.643, -1.014, -0.751], [-2.492, -1.959, -0.529], [-1.444, -1.754, 0.265], [-1.023, -0.539, 1.026], [-1.661, 0.831, 0.763], [3.469, -0.182, 1.658], [-1.709, 2.505, -0.606], [-1.777, 1.225, -2.677], [-3.805, 0.155, -2.549], [-3.899, 1.126, -1.069], [-4.098, -0.766, 0.225], [-4.401, -1.575, -1.324], [-2.591, -2.941, -1.038], [-0.769, -2.607, 0.429], [0.081, -0.466, 0.989], [-1.207, -0.767, 2.084], [-2.750, 0.750, 0.873], [-1.310, 1.473, 1.586], [3.576, 0.875, 1.929], [4.368, -0.761, 1.916], [2.568, -0.607, 2.122], [-0.475, 2.371, 5.961], [-0.486, 1.080, 5.547], [-0.116, 0.295, 6.589], [-1.756, 0.751, 5.199], [0.624, 0.857, 4.059], [0.438, -0.538, 3.695], [0.055, 1.814, 3.110], [1.959, 1.214, 4.570]],
  "lowdin_charge": [0.71, 1.02, -0.48, -0.38, 0.07, 0.06, 0.03, 0.08, -0.26, 0.05, 0.05, 0.06, -0.23, 0.06, 0.02, 0.02, -0.29, 0.05, 0.04, 0.02, -0.32, 0.00, 0.02, 0.04, 0.98, -0.30, -0.23, -0.17, -0.19, -0.14, -0.14, -0.19, -0.19, -0.26, 0.12, 0.11, 0.11, 0.11, 0.11, 0.10, 0.11, 0.10, 0.07, 0.11, 0.11, 0.09, -0.02, -0.02, -0.01, 0.10, -0.61, 0.11, 0.10, 0.49, -0.33, -0.36, -0.33],
  "e_tot_ha": -2387.64232,
  "total_charge": 0,
  "de_lowest_ev": 1.5809,
  "homo_ev": [-7.34, -7.77]
}

=====

# 2
{
  "formula": "C16H31F3MnP2",
  "method": "wB97M-V/def2-TZVPD",
  "elements": ["P", "P", "C", "C", "H", "H", "H", "H", "C", "H", "H", "H", "C", "H", "H", "H", "C", "H", "H", "H", "C", "H", "H", "H", "Mn", "C", "C", "C", "C", "C", "C", "C", "C", "C", "H", "H", "H", "H", "H", "H", "H", "H", "H", "H", "H", "H", "H", "H", "H", "F", "C", "F", "F"],
  "coordinates": [[-1.894, 1.548, 0.556], [-0.717, -1.693, -1.678], [-2.453, 0.637, -0.988], [-2.307, -0.882, -1.187], [-2.140, 1.188, -1.893], [-3.544, 0.818, -0.973], [-2.684, -1.397, -0.285], [-3.004, -1.187, -1.995], [-0.450, -1.295, -3.420], [0.543, -1.653, -3.721], [-0.476, -0.215, -3.606], [-1.209, -1.778, -4.043], [-0.963, -3.463, -1.629], [-1.576, -3.750, -2.492], [-1.490, -3.753, -0.716], [0.000, -3.982, -1.673], [-2.476, 3.219, 0.047], [-2.192, 3.958, 0.808], [-3.572, 3.207, -0.021], [-2.046, 3.531, -0.915], [-3.256, 1.128, 1.684], [-3.438, 0.046, 1.726], [-4.172, 1.612, 1.328], [-3.047, 1.501, 2.690], [3.529, -1.462, 2.687], [0.837, -1.168, -0.980], [1.332, 0.083, -1.531], [0.652, 1.346, -1.366], [0.955, 1.986, 0.032], [-0.136, 1.908, 1.035], [-0.483, 0.699, 1.779], [-0.332, -0.730, 1.324], [0.882, -1.313, 0.595], [3.222, 0.498, 2.862], [1.538, -1.962, -1.332], [2.389, 0.107, -1.775], [-0.424, 1.165, -1.425], [0.919, 2.055, -2.182], [1.898, 1.580, 0.441], [1.117, 3.054, -0.168], [-0.194, 2.793, 1.679], [-0.419, 0.776, 2.877], [-1.182, -0.935, 0.656], [-0.585, -1.378, 2.187], [1.830, -0.927, 1.011], [0.870, -2.405, 0.803], [3.752, 0.642, 3.827], [2.172, 0.825, 2.877], [3.770, 1.029, 2.065], [5.408, -0.131, 1.002], [4.894, -1.365, 1.361], [4.410, -1.978, 0.201], [5.941, -2.138, 1.855]],
  "lowdin_spin": [0.00, 0.00, 0.00, 0.00, 0.00, 0.00, 0.00, 0.00, 0.00, 0.00, 0.00, 0.00, 0.00, 0.00, 0.00, 0.00, 0.00, 0.00, 0.00, 0.00, 0.00, 0.00, 0.00, 0.00, 4.60, 0.00, 0.01, 0.00, 0.00, 0.00, 0.00, 0.00, 0.02, 0.10, 0.00, 0.00, 0.00, 0.00, 0.00, 0.00, 0.00, 0.00, 0.00, 0.00, 0.01, 0.00, 0.03, 0.03, 0.01, 0.01, 0.09, 0.04, 0.05],
  "e_tot_ha": -2761.13892,
  "spin_multiplicity": 6,
  "total_charge": 0,
  "de_lowest_ev": 4.8399,
  "homo_ev": [-4.46, -4.42],
  "s_squared": 8.77
}

=====

# 3
{
  "formula": "C16H31N3O2",
  "method": "wB97M-V/def2-TZVPD",
  "elements": ["C", "H", "C", "H", "H", "O", "C", "O", "N", "H", "C", "H", "H", "C", "C", "C", "C", "N", "C", "C", "H", "H", "H", "H", "H", "C", "C", "H", "H", "H", "H", "H", "H", "H", "N", "C", "C", "H", "H", "H", "H", "H", "C", "C", "H", "H", "H", "H", "H", "H", "H", "H"],
  "coordinates": [[-4.520, -3.565, -1.132], [-3.986, -3.374, -2.059], [-4.449, -2.348, -0.230], [-4.976, -2.522, 0.715], [-4.896, -1.470, -0.710], [-3.077, -2.074, 0.049], [-2.850, -0.998, 0.837], [-3.717, -0.286, 1.282], [-1.527, -0.857, 1.065], [-0.893, -1.462, 0.565], [-0.974, 0.291, 1.735], [-1.818, 0.852, 2.143], [-0.339, -0.050, 2.561], [-0.125, 1.209, 0.802], [0.793, 0.383, 0.030], [1.513, -0.333, -0.610], [2.440, -1.195, -1.340], [3.625, -1.616, -0.630], [3.439, -2.536, 0.465], [2.976, -1.963, 1.811], [2.759, -2.780, 2.496], [2.078, -1.364, 1.683], [3.751, -1.345, 2.256], [2.708, -3.281, 0.132], [4.392, -3.056, 0.616], [4.691, -0.646, -0.533], [4.360, 0.705, 0.112], [3.598, 1.228, -0.461], [5.257, 1.320, 0.137], [3.995, 0.582, 1.127], [5.050, -0.456, -1.553], [5.506, -1.120, 0.020], [2.764, -0.667, -2.244], [1.897, -2.097, -1.651], [-0.867, 2.088, -0.077], [-1.445, 3.243, 0.585], [-0.468, 4.419, 0.577], [-0.191, 4.662, -0.445], [0.438, 4.173, 1.126], [-0.926, 5.290, 1.038], [-1.736, 3.018, 1.621], [-2.352, 3.532, 0.053], [-1.719, 1.447, -1.060], [-1.743, 2.253, -2.357], [-2.331, 1.733, -3.108], [-2.177, 3.237, -2.200], [-0.728, 2.380, -2.727], [-2.747, 1.311, -0.690], [-1.299, 0.462, -1.277], [0.475, 1.857, 1.455], [-4.067, -4.422, -0.641], [-5.558, -3.791, -1.359]],
  "lowdin_charge": [-0.07, 0.08, -0.24, 0.13, 0.13, 0.00, -0.60, 0.09, 0.09, 0.14, -0.11, 0.12, 0.12, -0.29, 0.01, 0.00, -0.19, -0.21, -0.24, -0.08, 0.07, 0.05, 0.06, 0.11, 0.11, -0.24, -0.08, 0.06, 0.07, 0.06, 0.11, 0.12, 0.13, 0.12, -0.15, -0.24, -0.08, 0.07, 0.06, 0.07, 0.11, 0.11, -0.25, -0.07, 0.07, 0.06, 0.07, 0.12, 0.11, 0.15, 0.08, 0.08],
  "e_tot_ha": -942.94456,
  "total_charge": 0,
  "de_lowest_ev": 2.7472,
  "homo_ev": -8.21,
  "smiles": "CCOC(=O)NC[C@@H](C#CCN(CC)CC)N(CC)CC"
}

=====

# 4
{
  "formula": "C16H31N4OS3",
  "method": "wB97M-V/def2-TZVPD",
  "elements": ["C", "C", "C", "C", "N", "C", "N", "N", "S", "C", "C", "C", "C", "S", "C", "S", "N", "C", "C", "C", "C", "H", "H", "H", "H", "H", "H", "H", "H", "H", "H", "H", "H", "H", "H", "H", "H", "H", "H", "H", "H", "H", "H", "H", "H", "H", "C", "C", "O", "H", "H", "H", "H", "H", "H"],
  "coordinates": [[0.748, -0.719, 2.672], [-0.188, -0.221, 1.906], [-1.363, 0.192, 0.859], [-1.066, 1.576, 0.093], [-1.402, 2.858, 0.869], [-0.752, 3.870, -0.030], [-1.338, 4.886, -0.671], [0.672, 3.388, -0.039], [1.089, 3.350, 1.692], [0.453, 1.913, -0.391], [0.552, 1.672, -2.012], [-0.082, 0.182, -2.301], [0.474, -0.488, -3.657], [-0.487, -1.988, -4.193], [-2.067, -2.138, -3.170], [-3.501, -1.911, -4.035], [-2.014, -2.431, -1.697], [-1.240, -3.693, -1.448], [-0.055, -3.384, -0.350], [-3.381, -2.452, -1.092], [-3.421, -2.702, 0.504], [1.564, -1.414, 3.111], [-2.355, 0.340, 1.451], [-1.527, -0.664, 0.112], [-1.804, 1.690, -0.802], [-2.451, 2.883, 0.850], [-0.903, 5.793, -0.908], [-2.311, 4.720, -1.012], [1.831, 2.208, 1.987], [1.327, 1.312, 0.045], [-0.161, 2.412, -2.527], [1.649, 1.746, -2.385], [0.225, -0.476, -1.411], [-1.223, 0.351, -2.388], [1.567, -0.824, -3.435], [0.544, 0.272, -4.533], [-1.878, -4.543, -0.971], [-0.763, -4.157, -2.389], [0.126, -2.249, -0.211], [-0.369, -3.771, 0.705], [0.950, -3.857, -0.639], [-3.831, -1.389, -1.266], [-4.116, -3.193, -1.579], [-2.474, -3.170, 0.952], [-3.650, -1.713, 1.056], [-4.281, -3.456, 0.704], [4.580, 1.756, 4.087], [4.733, 0.352, 3.540], [4.717, 0.376, 2.117], [3.644, 2.204, 3.739], [4.584, 1.753, 5.179], [5.391, 2.400, 3.734], [3.909, -0.282, 3.877], [5.673, -0.098, 3.874], [5.455, 0.931, 1.827]],
  "lowdin_charge": [0.08, -0.09, -0.11, -0.26, 0.04, -0.28, 0.26, -0.33, 0.82, -0.31, -0.12, -0.25, -0.48, 0.80, -0.98, 0.65, -0.22, -0.22, -0.09, -0.30, -0.09, 0.07, 0.13, 0.08, 0.15, 0.15, 0.17, 0.17, -0.10, 0.14, 0.12, 0.14, 0.10, 0.11, 0.10, 0.10, 0.14, 0.11, 0.04, 0.08, 0.08, 0.11, 0.11, 0.06, 0.07, 0.09, -0.09, -0.32, -0.10, 0.05, 0.08, 0.08, 0.10, 0.11, 0.09],
  "e_tot_ha": -2116.47928,
  "total_charge": 1,
  "homo_ev": -10.48
}